Entry 1:
{
  "formula": "C4H6N2O",
  "method": "wB97M-V/def2-TZVPD",
  "elements": ["N", "C", "C", "N", "C", "O", "C", "H", "H", "H", "H", "H", "H"],
  "coordinates": [[0.254, -2.200, 0.336], [0.045, -0.824, 0.264], [0.685, -0.135, -0.912], [0.426, 1.231, -0.606], [-0.527, 1.221, 0.354], [-1.043, 2.412, 0.660], [-0.869, -0.028, 0.916], [1.174, -2.394, 0.719], [-0.451, -2.619, 0.927], [1.646, -0.356, -1.384], [0.700, 2.027, -1.159], [-1.742, 2.237, 1.309], [-0.164, -0.583, -1.478]],
  "relative_energy_kcal_mol": 72.9,
  "total_charge": 0,
  "total_energy_ev": -9270.3411,
  "homo_ev": -7.80,
  "smiles": "NC1=C=C(O)NC1"
}

***

Entry 2:
{
  "formula": "C16H22N2O5S",
  "method": "wB97M-V/def2-TZVPD",
  "elements": ["C", "C", "H", "H", "O", "C", "O", "C", "C", "N", "C", "C", "S", "O", "O", "N", "C", "H", "H", "H", "C", "C", "C", "C", "C", "O", "H", "H", "H", "H", "H", "C", "H", "H", "H", "C", "H", "H", "H", "C", "H", "H", "H", "H", "H", "H"],
  "coordinates": [[3.274, 0.351, -1.195], [2.795, -0.942, -0.550], [3.579, -1.379, 0.080], [2.468, -1.658, -1.304], [1.633, -0.710, 0.243], [1.790, -0.094, 1.411], [2.861, 0.121, 1.936], [0.491, 0.250, 1.993], [0.233, 0.529, 3.322], [-1.099, 0.786, 3.444], [-1.705, 0.707, 2.218], [-0.746, 0.364, 1.294], [-0.967, 0.291, -0.468], [-2.336, 0.642, -0.766], [0.037, 1.084, -1.104], [-0.768, -1.351, -0.881], [-1.510, -2.190, 0.030], [-1.127, -2.025, 1.034], [-1.356, -3.234, -0.240], [-2.585, -1.965, 0.009], [-1.171, -1.560, -2.267], [-0.331, -0.766, -3.204], [-0.630, 0.315, -3.979], [0.564, 0.653, -4.661], [1.493, -0.250, -4.250], [0.959, -1.118, -3.375], [2.528, -0.380, -4.500], [0.705, 1.457, -5.353], [-1.574, 0.815, -4.037], [-2.224, -1.273, -2.408], [-1.052, -2.628, -2.479], [-3.157, 0.963, 2.052], [-3.748, 0.198, 2.557], [-3.427, 1.933, 2.469], [-3.391, 0.954, 0.992], [-1.784, 1.135, 4.658], [-2.704, 0.557, 4.749], [-1.147, 0.920, 5.512], [-2.039, 2.197, 4.666], [1.177, 0.549, 4.468], [1.173, 1.522, 4.958], [2.176, 0.356, 4.088], [0.924, -0.214, 5.205], [4.030, 0.135, -1.944], [3.697, 1.011, -0.441], [2.424, 0.848, -1.659]],
  "relative_energy_kcal_mol": 48.9,
  "total_charge": 0,
  "total_energy_ev": -41001.0099,
  "homo_ev": -8.31,
  "smiles": "CCOC(=O)c1c(S(=O)(=O)N(C)Cc2ccco2)c(C)n(C)c1C"
}

***

Entry 3:
{
  "formula": "C5H8O2",
  "method": "wB97M-V/def2-TZVPD",
  "elements": ["C", "C", "O", "C", "C", "O", "C", "H", "H", "H", "H", "H", "H", "H", "H"],
  "coordinates": [[1.061, -0.051, -1.432], [-0.211, -0.838, -1.278], [-0.478, -1.482, -0.064], [-0.873, -0.647, 0.947], [-0.924, 0.681, 0.867], [-0.589, 1.415, -0.238], [-0.267, 0.653, -1.368], [1.677, 0.026, -0.539], [1.605, -0.087, -2.372], [-0.581, -1.425, -2.113], [-1.134, -1.184, 1.850], [1.521, 0.233, 3.405], [-1.233, 1.300, 1.699], [1.069, 0.252, 2.813], [-0.674, 1.108, -2.266]],
  "relative_energy_kcal_mol": 79.9,
  "total_charge": 0,
  "total_energy_ev": -9406.3669,
  "homo_ev": -8.23,
  "smiles": "C1=CO[C@@H]2C[C@@H]2O1.[H][H]"
}